Entry 1:
The following is a quantum chemistry calculation of C31H44FN8OPS2SiY as an isolated structure in a non-equilibrium geometry, from the OMol25 dataset.

Each line ends with the Löwdin charge.
Atoms and positions in Å:
H1 -3.1074 -2.8650 -4.1291  0.0712
H2 -2.0867 0.3387 -1.6266  0.1018
C1 -2.7876 -1.2261 -2.8022  -0.1187
H3 -2.1179 2.8842 -0.1724  0.0492
N1 -3.9095 -0.0507 2.2557  0.0370
H4 -2.2360 4.5165 0.4014  0.0545
H5 -3.0917 -5.2693 1.5402  0.1038
H6 -3.6664 -0.6210 -3.0002  0.1004
S1 -1.2898 0.2638 2.4620  0.6050
H7 -5.5423 3.2390 -3.1138  0.0716
F1 1.4816 -1.2640 3.7142  -0.0968
H8 -1.3435 -4.3184 -2.9525  0.0804
H9 -0.9353 2.6938 -4.7306  0.0585
H10 -5.8273 4.6750 -4.1428  0.0588
H11 -4.5890 -0.2937 1.5191  0.0948
H12 2.6565 3.4912 5.3739  0.0780
S2 3.6555 -1.9591 1.2853  0.5564
C2 -1.8174 4.3531 -1.7249  -0.4354
H13 2.3685 3.9342 1.2597  0.0271
H14 -2.8061 -4.9120 -0.1668  0.0719
H15 5.2886 0.9676 2.1967  0.0310
C3 3.4427 0.8403 -1.0167  -0.1989
C4 -1.9135 -0.6678 -1.9955  -0.0663
H16 2.4240 1.0467 -1.4887  0.0410
H17 -3.6546 -3.7187 0.9435  0.0813
P1 -2.4322 3.4417 -3.2612  0.9267
C5 -2.4839 3.8779 -0.4228  -0.1736
H18 -2.0068 5.4227 -1.9183  0.0545
C6 1.3947 0.3207 5.4055  -0.0300
C7 1.9360 -5.7010 2.4941  -0.0576
C8 3.7290 -3.2838 0.1639  -0.9131
C9 0.7214 -3.2698 -1.6311  -0.1085
C10 1.7978 1.6051 5.8980  -0.1162
H19 3.7586 -0.2622 -1.0539  0.0144
C11 2.3730 2.5382 5.0203  -0.1218
H20 -1.9869 3.8671 -5.5818  0.0754
H21 2.5073 3.4039 -0.5486  0.0060
C12 1.6093 0.0933 4.0755  -0.2543
H22 1.0115 -4.1272 -2.3005  0.1272
H23 -3.6112 3.6897 -0.4879  0.0823
C13 -2.6712 -0.6280 2.0045  -0.8762
C14 2.5444 2.2329 3.6885  -0.0540
C15 4.9964 1.8350 1.5672  -0.1811
N2 0.6412 -3.6885 2.1633  0.0398
H24 1.8214 1.8632 6.9614  0.0802
C16 -0.2098 -5.8486 1.4008  -0.0293
C17 1.6850 -4.3652 2.6703  -0.1594
H25 2.4364 -3.7717 3.1741  0.0809
N3 4.8477 -4.0215 0.0964  0.0259
H26 0.0783 5.1930 -5.4377  0.0572
H27 0.5608 4.5165 -3.8415  0.0783
C18 2.1423 0.9844 3.0947  -0.3904
Si1 3.2944 1.4800 0.7936  0.3690
H28 2.8016 -6.1020 2.9887  0.1025
N4 1.6151 -2.8984 -0.7009  -0.0747
H29 -1.0613 -6.3857 0.9233  0.1227
O1 -0.0429 -0.6448 -0.5775  -0.2912
N5 -1.5114 -2.4209 1.4481  -0.0518
N6 2.7250 -3.6381 -0.6252  -0.0719
H30 -3.9716 0.8527 2.7284  0.0737
N7 -2.7003 -1.8793 1.5949  -0.0426
C19 -1.3405 3.7410 -4.6810  -0.4627
C20 -0.3288 -4.4625 1.5722  -0.2194
H31 4.2278 1.4812 -1.4418  0.0082
H32 1.2350 2.7518 0.5718  0.0320
C21 -0.5026 -2.6579 -1.8338  -0.1882
C22 -5.1235 3.8556 -3.9366  -0.2056
H33 -5.1833 3.3183 -4.8530  0.0440
H34 4.8544 2.7860 2.1306  0.0170
C23 -0.2939 4.8628 -4.4593  -0.1570
H35 1.0797 -0.4804 6.0476  0.1043
H36 5.6911 -3.7263 0.5906  0.0754
C24 -0.8885 -1.3806 -1.3489  -0.3191
C25 -1.5554 -3.7555 1.2760  -0.2726
N8 2.2273 0.6104 1.8344  -0.2084
H37 3.0795 2.9112 3.0300  0.0536
Y1 0.7525 -1.3018 1.2955  1.2587
C26 -2.5286 -2.5337 -3.2976  -0.0949
C27 -2.7771 -4.4279 0.8056  -0.0612
H38 -3.6301 5.1682 -4.6191  0.0963
H39 -0.8760 5.6999 -4.0541  0.0571
C28 2.2973 3.1071 0.4944  -0.1897
H40 -3.9392 5.2768 -2.7809  0.0655
C29 -3.8194 4.5955 -3.6384  -0.4588
C30 -1.4401 -3.2743 -2.7910  -0.0288
H41 -0.6996 4.2406 -1.5688  0.0863
C31 0.9064 -6.4160 1.8931  -0.0903
H42 4.8612 -4.8159 -0.6288  0.1267
H43 1.0611 -7.5417 1.8045  0.1283
H44 5.7183 2.0088 0.7315  0.0267

Atomic forces in eV per Å
-0.576 -0.755 -0.131
0.154 0.018 -0.027
-1.099 -1.476 -1.895
0.268 -0.105 0.044
-0.319 -0.568 -1.008
-0.080 0.476 0.413
0.708 1.000 -0.954
-0.026 -0.349 -0.815
0.116 0.370 0.174
0.485 0.332 -0.428
-0.439 0.471 -0.582
0.358 -0.718 -0.826
0.391 1.138 -0.600
-0.411 -0.218 0.331
0.278 0.367 1.007
0.440 0.870 0.438
0.004 -0.286 -0.113
1.262 0.235 -0.265
0.232 -0.667 -1.087
0.492 0.351 -0.280
0.051 0.758 -0.262
-0.610 -0.899 0.883
0.863 1.140 3.239
1.428 -0.529 0.317
1.263 -0.742 -0.676
-1.066 -0.340 1.333
-1.381 -1.250 -0.937
0.170 -0.232 0.279
1.233 2.127 0.206
-1.342 0.230 0.481
-2.247 1.256 0.055
4.220 -1.240 2.017
0.012 -0.352 -0.024
-0.635 1.652 -0.180
-0.848 -1.787 -0.022
0.488 0.075 0.653
-0.227 0.473 0.496
0.354 -0.389 0.409
-0.253 0.747 0.715
1.317 0.767 -0.037
0.102 0.754 1.089
0.086 -0.538 -0.975
-0.303 0.170 -0.536
-0.218 -1.996 -0.076
-0.458 -0.347 -0.321
-1.866 1.213 -0.495
0.609 1.408 -0.508
-0.086 0.262 -0.009
1.062 -2.317 -1.427
0.219 -0.055 0.252
-0.742 0.485 -0.172
-0.464 0.376 2.440
-0.807 0.621 -0.745
0.111 -0.456 -0.236
-2.578 0.039 -0.385
1.032 0.308 0.500
-1.513 -1.323 -0.511
0.355 -3.357 0.545
1.730 -1.373 -0.836
0.346 -0.571 -0.759
-1.350 1.157 -0.761
0.898 -1.101 0.153
0.734 0.905 0.298
-0.261 -0.179 -0.246
0.767 0.273 -0.301
-4.030 0.662 -1.515
-1.296 1.355 1.013
0.653 -0.859 -0.664
0.573 -0.824 -0.157
-0.584 -0.528 -0.959
-0.179 -0.128 0.139
-0.785 -0.262 -0.407
3.304 1.607 -0.627
0.351 2.698 -0.987
0.005 -1.041 -1.323
-0.361 0.121 0.286
1.469 0.134 -0.299
0.920 -0.198 0.949
-2.911 -1.066 2.430
0.149 -0.365 1.648
0.698 0.038 0.294
-0.284 -0.050 0.468
-0.163 -0.053 -0.505
-0.081 0.031 -1.384
-0.349 2.706 1.135
-1.170 0.068 -0.389
2.241 -3.632 0.067
0.106 1.970 1.686
-0.369 1.503 0.017
-0.345 -0.200 0.768

- calculated total energy (eV) = -89431.6505
- relative energy (zero: lowest compared OMol25 entry of this formula, charge and spin) (kJ/mol) = 0.0
- orbital gap (eV) = 5.878
- total charge = -1
- E_HOMO (eV) = -4.0

---

Entry 2:
The following is a quantum chemistry calculation of C31H44N4OP2Ti as an isolated structure in a non-equilibrium geometry, from the OMol25 dataset.

Each line ends with the Löwdin charge.
Atoms and positions in Å:
C1 3.8529 -3.7031 0.3123  0.0017
H1 -4.7932 1.9532 0.5306  0.0973
H2 -1.4119 -0.1913 4.1789  -0.0110
C2 -0.5674 3.2728 -3.3450  -0.0456
H3 0.8304 -3.8495 -0.0231  0.0838
C3 -4.6762 -2.3231 -0.8962  -0.0496
H4 1.5324 7.3463 -0.3525  0.1097
P1 -2.3378 0.1884 1.0387  1.0778
H5 2.1765 -3.5394 3.3427  0.1078
O1 0.9925 -0.3355 1.2408  -0.4455
C4 -0.5858 3.4030 -1.9692  -0.1715
H6 3.0730 -2.0625 -4.5424  0.1284
H7 1.5928 -4.2392 1.7972  0.0937
N1 0.4650 2.6579 -1.4165  -0.2388
H8 -3.0000 2.2728 -0.0831  0.0864
C5 3.5536 -3.3916 1.7196  -0.1630
H9 -5.1828 -3.2657 -1.0522  0.1094
H10 -1.1376 2.4505 1.9831  0.0768
H11 0.9790 4.2659 2.6883  0.1011
N2 1.2343 4.1678 0.5511  -0.2630
C6 1.4286 6.4004 0.1583  -0.0455
H12 -3.2460 -0.2028 3.8442  0.0819
C7 -4.9606 -1.0939 -1.5818  -0.0430
C8 -3.6479 -2.0706 0.0015  -0.1207
C9 1.1871 2.1140 -2.4889  -0.1341
H13 0.9266 -2.6205 -3.7705  0.1058
H14 -5.7173 -0.9179 -2.3355  0.1124
C10 -3.9615 0.4143 3.3153  -0.1265
C11 0.9744 -0.9778 -1.8847  -0.1954
H15 0.6280 -1.1131 -2.9105  0.1087
H16 1.1474 6.9703 2.3204  0.1071
H17 1.6108 4.8751 -1.4663  0.1120
C12 -1.1127 2.6775 0.8517  -0.3854
H18 -1.2807 3.7389 -4.0181  0.1148
H19 0.3674 0.3545 4.4363  0.0361
H20 0.4290 -1.6542 0.0744  0.0419
C13 1.7262 -3.2749 -3.3974  -0.1820
H21 -1.6693 1.4685 -0.9007  0.0887
H22 5.3796 -3.0778 2.7841  0.1461
H23 -5.5498 1.0121 4.7223  0.1103
C14 0.2685 -1.9761 -0.9640  -0.2067
H24 0.6133 0.0207 -1.6033  0.0627
H25 3.7393 -2.8184 -0.3434  0.1009
H26 -6.4989 2.4387 2.5934  0.1134
C15 3.0883 -2.5596 -3.5614  -0.1712
H27 -1.4240 3.7270 0.8148  0.1208
P2 0.7095 2.4986 0.3713  1.1221
H28 2.0862 1.5355 -2.3230  0.1019
H29 -0.8242 -1.9436 -1.1273  0.1170
C16 4.4909 -2.5098 2.4435  0.0063
C17 -4.7752 1.5647 1.5414  -0.1211
C18 -4.0909 -0.1375 -1.0895  -0.1368
H30 4.0047 -2.0773 3.3330  0.1068
C19 1.4514 5.1477 -0.4333  -0.1121
Ti1 -0.1719 0.7328 1.8443  0.5830
C20 -5.6232 1.7993 2.6108  -0.0425
H31 1.7646 -4.1163 -4.0992  0.1164
H32 3.1832 -4.4897 -0.0675  0.0907
C21 1.1142 4.8358 1.7823  -0.1529
C22 -2.0602 1.7344 0.0893  -0.3560
H33 -3.1358 -2.7148 0.6980  0.1084
H34 -0.0131 -0.9596 3.3036  -0.0027
C23 2.4804 -4.0980 2.4410  0.0152
C24 2.4765 -0.9495 -1.7800  -0.1331
H35 3.9171 -3.2818 -3.5904  0.1183
C25 -5.1144 1.0597 3.7305  -0.0537
C26 1.4108 -3.9084 -2.0660  -0.0869
N3 -3.2551 -0.7287 -0.1278  -0.2450
C27 3.4088 -1.5577 -2.5100  -0.1222
H36 0.8808 2.1488 -4.6675  0.1120
N4 -3.7440 0.7238 1.9718  -0.2255
H37 2.7949 -0.2815 -0.9667  0.0996
H38 -1.2891 3.9181 -1.3348  0.1113
H39 4.9006 -4.0424 0.1818  0.1439
H40 -3.9750 0.9043 -1.3460  0.0984
C28 -0.4181 -0.0205 3.7523  -0.1761
H41 2.8163 -5.1058 2.7644  0.1526
H42 4.8497 -1.7035 1.7795  0.1198
C29 0.8463 -3.3264 -0.9919  -0.1271
H43 4.4645 -1.2583 -2.4035  0.1208
H44 1.6252 -4.9812 -1.9962  0.1122
C30 0.5573 2.4573 -3.6802  -0.0454
C31 1.2208 6.1991 1.5685  -0.0564

Atomic forces in eV per Å
-0.618 -0.897 0.171
-0.254 -0.177 0.325
0.593 0.337 0.095
0.106 0.107 1.097
-0.388 -0.224 -0.704
0.846 0.676 0.714
0.136 -0.148 0.030
-6.282 -0.274 -1.414
0.226 -0.355 -0.268
-2.264 2.251 1.462
-0.277 -0.349 -0.743
0.144 -0.186 0.110
0.511 -0.149 0.183
0.199 -0.617 1.094
0.233 -0.370 0.192
1.415 -0.966 -0.204
0.158 0.099 0.115
-0.643 1.055 -0.783
0.003 0.109 0.123
0.013 -0.323 0.785
-0.079 -1.558 0.222
-0.467 0.057 -0.072
0.969 0.568 0.768
-0.582 -0.023 -0.782
-0.396 0.188 -0.735
0.272 -0.461 0.209
0.169 -0.072 0.107
-0.745 0.643 0.306
-0.599 0.199 -0.166
0.158 0.219 0.217
0.058 -0.122 -0.004
-0.083 0.019 0.160
0.061 0.053 0.869
0.240 -0.139 0.153
-0.557 -0.072 -0.045
-0.323 0.020 -0.640
-0.268 -0.721 -0.918
0.082 0.073 0.192
-0.359 -0.045 -0.234
0.138 -0.013 -0.235
0.299 0.693 0.892
0.069 -0.270 -0.021
-0.049 0.047 0.212
0.178 -0.226 -0.032
0.054 -0.227 -0.072
0.203 -0.222 -0.012
0.326 4.493 -3.841
-0.176 0.109 -0.017
0.303 -0.270 -0.145
-0.750 0.804 0.106
-0.261 0.343 0.701
-0.371 -0.651 -0.377
0.345 -0.184 -0.259
-0.256 0.702 0.214
4.258 -3.758 0.434
0.889 -0.481 -0.581
-0.109 0.222 -0.104
0.310 0.416 0.077
0.086 0.787 -0.417
0.237 0.053 -0.395
-0.072 -0.051 -0.017
-0.416 0.119 0.805
-0.750 0.908 0.119
0.129 0.696 0.915
-0.281 0.012 -0.112
0.756 -0.393 -0.405
-0.256 0.038 0.918
0.861 -0.115 0.078
-0.154 0.517 -0.020
-0.025 0.153 0.225
1.512 -0.062 0.273
0.204 -0.108 -0.321
0.126 0.138 -0.173
-0.230 0.408 0.316
-0.118 -0.224 -0.124
0.767 -0.344 -0.798
0.144 0.358 -0.312
0.017 -0.399 0.243
0.289 -1.242 -1.030
-0.505 -0.301 0.191
0.400 0.378 0.115
0.604 -0.210 1.311
-0.137 -1.070 -0.312

- calculated total energy (eV) = -82540.5457
- orbital gap (eV) = 5.595
- total charge = +2
- E_HOMO (eV) = -13.1